{"formula": "C29H36Cl2N4NiO2P2", "method": "ωB97M-V/def2-TZVPD", "symbols": ["Ni", "C", "C", "C", "C", "C", "C", "C", "C", "C", "H", "H", "H", "H", "H", "H", "H", "H", "H", "H", "H", "H", "H", "H", "H", "P", "P", "N", "N", "N", "N", "C", "C", "C", "C", "C", "C", "C", "C", "C", "C", "C", "C", "C", "C", "C", "C", "C", "C", "H", "H", "H", "H", "H", "H", "H", "H", "H", "H", "H", "H", "H", "H", "H", "H", "H", "H", "H", "H", "Cl", "C", "Cl", "C", "O", "O", "H"], "xyz": [[0.32765, 0.63391, 1.19395], [-1.62418, 1.64586, -3.81151], [-1.81126, 0.32505, -3.73205], [-0.89895, -0.74995, -4.21324], [0.63329, -0.47821, -4.26804], [1.30558, 0.31307, -3.17306], [1.04500, 1.58885, -2.82465], [0.75611, 2.59570, -3.88535], [-0.57565, 2.33306, -4.63108], [0.99660, 1.06823, 2.91486], [-2.35256, 2.31004, -3.34250], [-2.83433, -0.02129, -3.52789], [-1.21409, -1.00808, -5.24411], [-1.10586, -1.65865, -3.61902], [1.09047, -1.48267, -4.27091], [0.87567, -0.04862, -5.25564], [2.29993, -0.09809, -2.89819], [1.20645, 1.96575, -1.81129], [1.53799, 2.50614, -4.66136], [0.77557, 3.62595, -3.49928], [-0.98105, 3.31009, -4.92989], [-0.38053, 1.76404, -5.55507], [0.28405, 1.81781, 3.29693], [2.02702, 1.47325, 2.90886], [0.90294, 0.20835, 3.60265], [2.09168, -0.36603, 0.57615], [-1.21630, -0.71850, 0.80328], [3.22276, 0.79406, -0.14065], [3.17417, -1.55630, 1.19214], [-2.36877, 0.46088, 0.17216], [-2.36736, -1.83504, 1.39929], [1.11807, -1.19728, -0.71225], [-0.37349, -1.59203, -0.53436], [3.20230, 2.12203, 0.32303], [4.30697, 2.78592, -0.18096], [5.02241, 1.86415, -1.00909], [4.33060, 0.65423, -0.97709], [3.83502, -1.34375, 2.41535], [4.30451, -2.55969, 2.89370], [3.96602, -3.56048, 1.92209], [3.29619, -2.91967, 0.88521], [-2.39989, 1.69142, 0.86468], [-3.18998, 2.56664, 0.13194], [-3.65242, 1.87896, -1.02199], [-3.16725, 0.57231, -0.94818], [-3.66103, -2.06536, 0.90174], [-4.41452, -2.70221, 1.87850], [-3.56570, -2.88582, 3.01895], [-2.30971, -2.39124, 2.68092], [1.69643, -2.06339, -1.05645], [1.09221, -0.48070, -1.54738], [-0.94631, -1.39246, -1.46274], [-0.46771, -2.66288, -0.28519], [2.42701, 2.45764, 0.99302], [4.57423, 3.80836, 0.04478], [5.93982, 2.07240, -1.54254], [4.54745, -0.27734, -1.48031], [3.91736, -0.35607, 2.83450], [4.79843, -2.72901, 3.84084], [4.17321, -4.61738, 2.01420], [2.91160, -3.32164, -0.03645], [-1.91768, 1.78467, 1.83092], [-3.41049, 3.58941, 0.39707], [-4.22374, 2.29572, -1.83683], [-3.33187, -0.25972, -1.62062], [-3.91029, -1.76645, -0.10365], [-5.45284, -2.99537, 1.79721], [-3.86488, -3.29083, 3.97460], [-1.37938, -2.37355, 3.21852], [-2.94209, 1.67131, 6.85417], [-2.92483, 0.06887, 6.10938], [-4.53611, -0.56470, 5.81165], [-2.11812, 0.14067, 4.67356], [-1.13901, -0.63904, 4.70422], [-2.61073, 0.88960, 3.82024], [-2.37179, -0.62495, 6.75560]], "atomic_forces_ev_per_a": [[0.083, 2.253, 1.788], [-0.537, -0.132, -0.192], [-0.659, 0.609, -0.642], [0.141, -0.138, -0.416], [0.427, -0.170, -0.960], [0.783, -0.008, -0.621], [0.644, 0.026, -0.216], [-1.130, 0.307, -0.602], [0.135, 0.367, -0.058], [0.321, 0.759, 2.018], [-0.027, -0.295, -0.236], [0.655, 0.126, 0.602], [0.181, -0.104, 0.357], [0.206, 0.297, -0.173], [0.009, 0.400, -0.111], [-0.070, -0.089, 0.162], [-1.178, -0.237, 0.974], [1.015, -0.034, -0.311], [-0.043, 0.221, 0.548], [0.011, -0.424, 0.049], [0.044, -0.326, -0.130], [-0.111, 0.185, 0.381], [0.139, -0.013, -0.113], [-0.470, -0.174, 0.039], [0.068, 0.174, -0.467], [1.783, -0.425, -1.466], [-3.816, -0.920, -0.454], [-0.625, -0.160, 0.136], [0.106, 0.037, 0.563], [0.921, 0.205, 0.404], [0.088, -0.687, 0.643], [0.379, -0.821, -0.872], [-0.175, -0.606, -0.257], [0.940, -0.039, -0.445], [-0.798, -0.723, 0.192], [-0.965, -0.903, 0.314], [0.444, 0.887, 0.206], [0.138, -1.296, 0.274], [-0.618, 0.918, -0.851], [-0.592, 1.162, -0.636], [0.226, -0.479, 1.004], [-0.248, 0.404, -1.144], [0.726, -0.574, 0.367], [0.553, -1.286, 0.442], [-0.163, 0.907, -0.167], [-0.494, -0.296, 0.571], [1.182, 0.682, -0.638], [1.190, 0.450, -0.794], [-1.186, -0.384, 0.272], [-0.312, 0.119, -0.348], [0.360, -0.205, 0.492], [0.509, -0.274, 0.244], [-0.035, 0.363, -0.142], [0.088, -0.002, 0.008], [-0.060, -0.107, -0.097], [-0.169, -0.145, -0.010], [-0.034, 0.042, 0.180], [-0.150, 0.058, 0.037], [0.025, 0.141, -0.197], [0.006, 0.142, -0.242], [-0.065, -0.018, 0.103], [-0.287, -0.075, 0.112], [0.030, -0.100, 0.060], [-0.220, -0.144, 0.148], [0.161, 0.225, 0.289], [-0.146, 0.031, 0.213], [0.180, 0.077, -0.093], [0.214, -0.048, -0.123], [-0.128, 0.256, 0.299], [-0.153, 0.110, 0.213], [1.423, -0.163, -1.333], [-0.437, -0.087, 0.159], [-0.689, -0.517, 1.735], [-0.107, 0.635, -0.662], [0.767, -0.314, -0.239], [-0.404, 0.364, -0.138]], "spin_multiplicity": 3, "homo_ev": [-7.5, -7.5], "energy_ev": -125370.350, "s_squared": 2.008, "e_above_lowest_ev": 0.0000, "gap_ha": [0.2300, 0.2273], "lumo_ev": [-1.3, -1.3]}